This record from OMol25 describes a 6-piece molecular cluster, C29H58ClNO8 overall in a non-equilibrium geometry. The level of theory is ωB97M-V/def2-TZVPD.

The SMILES is COCCC[C@@H](N)OC(=O)CCCCl.C1CCOC1.C1CCOC1.C1CCOC1.C1CCOC1.C1CCOC1. As for the net charge: 0. For the LUMO energy, the calculation gives 0.0281 hartree. As for the HOMO-LUMO gap: 9.85 eV.

Geometry as XYZ:
```
97
Properties=species:S:1:pos:R:3:forces:R:3
C -2.2610 1.6490 6.6489 -0.1649 0.3018 -0.3866
O -2.3630 1.6552 5.2375 -0.1492 0.3470 0.3047
C -1.2202 2.2456 4.6110 -0.4464 -0.4950 -0.6788
C -1.6179 3.2743 3.5609 0.4191 -0.0646 0.3012
C -1.6388 4.7068 4.0632 -1.1378 -0.0862 -0.4131
C -2.6668 4.9051 5.2080 1.9397 0.5051 0.2479
N -2.0331 5.4591 6.4156 -0.3613 0.0860 -0.0839
O -3.6446 5.8502 4.8134 0.1270 -0.7152 0.1347
C -4.9459 5.4458 4.8424 1.7394 -0.8805 3.1598
O -5.6526 5.7967 4.0084 -3.0230 1.7779 -3.7462
C -5.5009 4.6287 5.9867 0.5331 -1.4640 -0.0984
C -6.3052 3.4240 5.4367 0.3611 0.4375 0.1205
C -5.6535 2.6724 4.2831 -0.6733 -0.3499 0.1097
Cl -6.4791 2.9200 2.7095 0.2278 0.1229 0.0256
H -1.4119 1.0605 6.9808 0.1812 -0.1865 0.1688
H -3.1810 1.2495 7.0555 -0.1552 -0.2571 0.0228
H -2.1624 2.6722 7.0129 0.1398 0.1481 0.2508
H -0.5580 2.6850 5.3501 0.2375 0.0260 0.2294
H -0.7203 1.4403 4.0864 0.4894 -0.1987 0.1044
H -0.8956 3.2028 2.7571 0.1789 -0.0261 -0.2896
H -2.5722 2.9705 3.1423 -0.2544 0.0368 -0.0992
H -1.9452 5.3384 3.2361 0.0032 0.3069 -0.1231
H -0.6464 5.0270 4.3557 0.2214 0.0118 0.2172
H -3.0617 3.9220 5.4284 -0.5568 -0.0027 0.1410
H -1.0753 5.1348 6.4872 -0.0411 -0.1770 0.0496
H -1.9533 6.4536 6.2216 -0.0248 0.0936 0.2224
H -4.7310 4.2259 6.6361 0.2424 0.2358 0.1916
H -6.1735 5.2126 6.5946 -0.0219 0.5487 0.0838
H -7.2974 3.7488 5.1656 -0.2799 0.0497 -0.2479
H -6.4195 2.7105 6.2450 -0.1015 -0.0591 0.2854
H -4.5971 2.8480 4.1810 0.3550 0.3029 -0.2057
H -5.7592 1.6184 4.4716 0.0460 -0.4258 -0.0429
C 1.4379 -1.3407 0.8028 0.1478 0.0899 -0.1541
C 2.7056 -1.1766 1.6317 0.0007 -0.0933 0.1650
C 2.5409 0.2370 2.1704 -0.0391 0.1063 -0.1114
O 1.1330 0.4653 2.3031 0.0595 -0.0585 -0.0326
C 0.4186 -0.5842 1.6340 -0.1638 -0.0823 0.1890
H 1.1577 -2.3791 0.6308 -0.0024 0.0003 0.0190
H 1.5599 -0.8555 -0.1665 -0.0825 -0.0234 -0.0128
H 2.7085 -1.8947 2.4558 0.0402 0.0192 0.0045
H 3.6238 -1.3108 1.0626 -0.0107 -0.0352 0.0046
H 2.9402 0.9782 1.4685 0.0791 -0.0262 0.0097
H 3.0250 0.3804 3.1379 -0.0660 0.0483 0.0252
H -0.0301 -1.2303 2.3982 -0.0074 -0.0384 -0.0357
H -0.3791 -0.1546 1.0288 0.0476 0.0884 0.0026
C -0.6086 1.3774 -3.5396 0.0849 -0.1061 -0.0948
C -1.9186 0.6971 -3.1620 -0.0659 0.0896 0.0537
C -1.4412 -0.3808 -2.2020 0.1026 -0.1206 -0.0374
O -0.2721 0.1356 -1.5514 -0.1015 0.0885 -0.2023
C 0.1621 1.3191 -2.2289 -0.0432 0.0923 0.1541
H -0.7318 2.3935 -3.9128 -0.0030 0.0070 0.0276
H -0.0925 0.7925 -4.3055 0.0118 0.0237 0.0035
H -2.5679 1.4037 -2.6394 -0.0233 -0.0213 -0.0165
H -2.4689 0.2969 -4.0108 -0.0318 -0.0032 0.0284
H -1.1577 -1.2934 -2.7373 -0.0691 -0.0128 -0.0175
H -2.1891 -0.6377 -1.4509 0.0607 -0.0022 0.0595
H -0.0694 2.1809 -1.5936 0.0412 0.0516 -0.0509
H 1.2430 1.2766 -2.3746 0.0075 -0.0543 0.0650
C -4.8196 1.9765 -7.3810 0.0760 -0.0956 -0.1195
C -6.1299 1.3000 -6.9973 -0.0917 0.1123 0.0827
C -5.6520 0.2194 -6.0388 0.0884 -0.1287 -0.0413
O -4.4820 0.7344 -5.3945 -0.0655 0.0496 -0.1466
C -4.0456 1.9168 -6.0727 -0.0514 0.0831 0.1568
H -4.9413 2.9922 -7.7546 -0.0053 0.0048 0.0247
H -4.3079 1.3899 -8.1478 0.0089 0.0213 0.0037
H -6.7753 2.0086 -6.4729 -0.0097 -0.0196 -0.0058
H -6.6835 0.8993 -7.8451 0.0199 -0.0174 -0.0006
H -5.3734 -0.6937 -6.5757 -0.0711 -0.0097 -0.0235
H -6.3967 -0.0360 -5.2845 0.0589 0.0004 0.0567
H -4.2729 2.7794 -5.4370 0.0383 0.0491 -0.0503
H -2.9656 1.8714 -6.2216 0.0062 -0.0534 0.0562
C 6.2911 -1.5320 -2.4433 0.1495 0.0580 0.0492
C 6.4308 -3.0431 -2.5877 -0.1369 -0.0256 -0.1008
C 6.1401 -3.5185 -1.1733 0.0665 -0.0626 0.1954
O 5.2239 -2.5736 -0.6049 0.0806 0.0939 -0.1479
C 5.1459 -1.4205 -1.4476 -0.1645 -0.0916 -0.0143
H 6.0883 -1.0164 -3.3812 -0.0229 -0.0063 0.0055
H 7.2043 -1.1126 -2.0139 -0.0151 0.0168 -0.0081
H 5.6714 -3.4247 -3.2745 0.0190 -0.0313 0.0110
H 7.4075 -3.3620 -2.9497 0.0086 0.0078 0.0237
H 7.0489 -3.5226 -0.5602 0.0383 -0.0275 -0.0524
H 5.6995 -4.5140 -1.1473 -0.0406 0.0241 0.0317
H 4.1751 -1.4334 -1.9562 0.0121 0.0802 -0.0322
H 5.2040 -0.5186 -0.8355 -0.0187 -0.0322 0.0519
C 6.2634 -8.6009 -3.7104 0.0263 0.0799 -0.1457
C 7.5267 -8.4350 -2.8744 -0.0061 -0.1119 0.1184
C 7.3612 -7.0201 -2.3406 -0.0066 0.1516 -0.0807
O 5.9539 -6.7942 -2.2128 0.0656 -0.1106 -0.0912
C 5.2404 -7.8406 -2.8798 -0.0535 -0.0524 0.1583
H 5.9821 -9.6388 -3.8817 -0.0050 0.0009 0.0240
H 6.3932 -8.1177 -4.6817 -0.0175 -0.0143 0.0015
H 7.5241 -9.1507 -2.0490 0.0189 0.0120 -0.0023
H 8.4486 -8.5698 -3.4381 -0.0066 0.0235 -0.0101
H 7.7647 -6.2810 -3.0419 0.0727 -0.0271 0.0082
H 7.8398 -6.8750 -1.3712 -0.0604 0.0417 0.0233
H 4.7888 -8.4856 -2.1187 -0.0356 -0.0404 -0.0540
H 4.4427 -7.4068 -3.4835 0.0058 0.0698 0.0433
```
Positions in Å, forces in eV/Å.

=====

This record from OMol25 describes a 12-piece molecular cluster, C35H77ClN17O29S overall in a non-equilibrium geometry. The level of theory is ωB97M-V/def2-TZVPD.

As for the net charge: +1. For the LUMO energy, the calculation gives -0.1484 hartree. As for the HOMO-LUMO gap: 7.18 eV.

Geometry as XYZ:
```
160
Properties=species:S:1:pos:R:3:forces:R:3
C -6.2131 -1.2018 -5.6975 0.2873 -0.2893 0.0467
C -5.5831 -2.5485 -5.3964 0.1580 -0.1344 -0.1934
O -4.1978 -2.3723 -5.1005 -0.1258 -0.0688 0.1400
C -3.7573 -2.7717 -3.8289 -0.0629 0.2346 -0.1077
C -3.1238 -4.1447 -3.9022 0.0151 -0.1844 0.1431
O -2.7574 -4.6498 -2.6216 0.0890 -0.0835 -0.0432
C -1.7956 -3.8609 -1.9644 -0.2425 -0.1437 -0.0755
C -0.8137 -4.7338 -1.2138 -0.1639 0.1232 -0.0767
O 0.3006 -3.9081 -0.8338 -0.2041 -0.1730 0.4673
C 0.3052 -3.7401 0.5693 -0.1582 -0.0115 -0.3088
C 1.3642 -2.7220 0.9678 -0.1049 0.0430 -0.2148
C 1.7850 -2.8031 2.4730 -0.1631 0.0896 -0.5095
C 3.1890 -2.1961 2.6968 -0.0493 -0.2061 0.5126
C 3.4555 -1.2928 3.9126 0.1183 0.1231 -0.3527
C 3.1276 0.1769 3.7337 0.2411 -0.0970 0.0039
Cl 2.6983 -1.8864 5.4238 -0.1173 -0.1164 0.2260
C 1.5890 -4.1630 3.1466 -0.0711 0.1300 0.1694
C 2.5900 -5.2978 2.8153 -0.1024 -0.2768 -0.1744
N 1.8848 -6.5493 3.0751 -0.0131 0.1235 -0.3471
N 3.0759 -5.3017 1.4365 0.1414 -0.0907 0.2249
N 3.7102 -5.2410 3.7556 0.1985 -0.0154 -0.2234
N 0.7051 -1.9217 3.0302 0.0470 -0.1943 0.3778
C 0.1067 -1.1606 2.2014 0.0664 -0.2427 -0.2352
C -1.0190 -0.2672 2.5390 -0.2246 -0.1600 0.2797
C -0.6016 0.9721 3.3226 -0.2806 0.0692 -0.2783
S -2.0210 2.0316 3.7695 0.2625 0.6386 0.1158
C -3.3927 1.1791 3.1855 -0.0336 -0.4218 -0.0922
N -4.3093 0.6510 3.9115 0.0712 0.0087 0.5785
N -5.2458 0.1227 3.0627 -0.5173 -0.2270 0.1083
C -4.8200 0.3521 1.8786 -0.7238 -0.3712 -0.0699
O -3.6674 1.0179 1.8515 0.6247 0.4610 -0.2268
C 0.7546 -1.3143 0.8387 0.3485 0.6450 -0.1946
O 1.8256 -0.3447 0.8382 0.0313 -0.2892 0.3099
C -0.1192 -1.0154 -0.3719 -0.0066 0.2034 0.3478
C 0.7012 -0.8357 -1.6335 -0.2239 -0.0320 -0.3441
O 0.8735 0.5731 -1.8153 0.3924 0.0570 0.4292
C 1.7527 0.8932 -2.8210 -0.2133 0.0630 -1.0157
C 3.0510 1.4898 -2.4085 0.3108 -0.0658 0.1881
O 1.4538 0.7359 -3.9735 -0.1405 -0.1942 0.3645
H -6.6132 -0.7467 -4.7964 -0.1525 0.1633 0.0020
H -6.9688 -1.3003 -6.4696 -0.2770 0.1003 0.0713
H -5.4061 -0.5855 -6.0711 0.0106 0.2969 -0.1751
H -5.6448 -3.1895 -6.2736 0.0036 -0.1061 -0.1094
H -6.0937 -3.0662 -4.5841 0.0090 -0.0677 0.1483
H -4.5691 -2.7911 -3.0956 -0.1355 0.0043 0.0269
H -3.0377 -2.0190 -3.5031 0.1075 0.0464 0.0776
H -3.8446 -4.8431 -4.3177 -0.0425 -0.1424 0.0077
H -2.2506 -4.1311 -4.5566 0.0934 0.0819 -0.1216
H -2.3190 -3.2180 -1.2491 0.0886 0.3120 0.0333
H -1.2316 -3.2362 -2.6595 0.0268 0.0413 -0.1449
H -1.3063 -5.1380 -0.3302 0.0411 -0.1319 0.1528
H -0.4990 -5.5870 -1.8059 0.2930 0.0879 -0.2266
H -0.6848 -3.3790 0.8811 -0.1319 -0.0419 0.2051
H 0.4434 -4.7023 1.0531 0.1609 -0.1108 -0.0642
H 2.1866 -2.8140 0.2649 0.2647 -0.0462 0.1349
H 3.8609 -3.0394 2.7885 0.0970 -0.0948 -0.0036
H 3.4951 -1.6354 1.8226 -0.0108 0.1282 -0.1230
H 4.5209 -1.3501 4.1026 0.1458 -0.1645 0.0428
H 2.0866 0.3974 3.9433 -0.1570 0.0873 -0.1199
H 3.7362 0.7771 4.4004 -0.1475 0.0396 0.1664
H 3.4018 0.4751 2.7271 -0.0798 0.1239 -0.1900
H 0.5761 -4.4875 2.9249 -0.1209 -0.1197 0.0218
H 1.6317 -4.0313 4.2211 0.0655 0.0642 0.2088
H 0.9731 -6.5276 2.6290 -0.0338 -0.0068 0.1142
H 2.3907 -7.2883 2.5892 0.0884 -0.0215 0.1838
H 3.5141 -4.4350 1.1572 0.0063 -0.0257 -0.1184
H 2.3679 -5.5882 0.7713 0.0933 0.0850 -0.1008
H 3.9851 -6.1984 3.9535 -0.0818 0.0342 0.1673
H 4.5219 -4.8427 3.2928 -0.0074 -0.0203 0.0310
H 0.4707 -2.0000 4.0178 0.1194 0.2183 0.0393
H -1.7216 -0.8485 3.1392 -0.1079 -0.0498 0.0735
H -1.5268 0.0122 1.6251 -0.0344 0.0745 -0.1254
H -0.1132 0.7006 4.2521 0.1217 -0.0109 0.1003
H 0.0443 1.6088 2.7250 0.1988 0.0930 0.0409
H -5.3225 0.0509 0.9787 0.1739 0.0865 -0.2922
H 1.5714 0.4660 1.3018 -0.0322 0.0129 -0.3196
H -0.9145 -1.7340 -0.5147 -0.0668 -0.2215 0.0415
H -0.5864 -0.0490 -0.1886 -0.1474 0.1254 -0.0531
H 0.1908 -1.2524 -2.4985 -0.1017 -0.0194 -0.0757
H 1.6705 -1.3292 -1.5630 0.1318 0.0008 0.0506
H 3.4405 1.0595 -1.4897 -0.1296 -0.0122 0.1610
H 2.9430 2.5644 -2.2814 -0.0973 0.1601 0.0697
H 3.7541 1.3229 -3.2141 0.1123 0.0943 -0.1447
C -0.3105 3.9966 -3.0358 -0.1953 -0.1694 -0.0342
N 0.2277 5.3490 -3.3358 0.0257 -0.0098 0.0863
O -0.4448 6.1015 -4.0067 0.0608 -0.0408 -0.0134
O 1.3206 5.6068 -2.8696 0.0006 0.0561 -0.0300
H -1.2915 3.8958 -3.4848 0.0203 0.0817 -0.0481
H 0.3854 3.2694 -3.4454 0.0624 0.0405 0.0326
H -0.3668 3.9082 -1.9549 0.0585 -0.0022 0.0094
C 0.8037 3.3243 -6.3918 -0.1044 -0.1209 0.1364
N 2.1457 3.9535 -6.2417 -0.0001 -0.0068 0.0541
O 2.8850 3.5071 -5.3829 -0.0392 0.0546 0.0144
O 2.4080 4.8783 -6.9770 0.0190 -0.0533 0.0100
H 0.7215 2.5163 -5.6735 0.0553 -0.0299 -0.0306
H 0.0625 4.0989 -6.2123 -0.0031 0.0307 -0.0915
H 0.7189 2.9502 -7.4068 0.0210 0.0939 -0.0491
C 2.8627 -7.4201 -2.7634 0.0103 -0.1104 -0.0266
N 2.3382 -7.4596 -1.3747 -0.0991 -0.1124 0.1971
O 2.5149 -8.4565 -0.7152 0.0418 0.0642 -0.0007
O 1.7437 -6.4683 -0.9768 0.0012 -0.0352 -0.1519
H 3.3511 -8.3652 -2.9643 -0.0066 -0.0183 0.0179
H 2.0117 -7.2625 -3.4192 -0.0149 0.0352 0.0117
H 3.5557 -6.5864 -2.8228 -0.0406 0.0446 -0.0044
C -4.1426 4.1380 0.3652 0.1679 0.0369 0.0704
N -4.3009 4.2021 -1.1131 -0.0070 0.1279 -0.0148
O -3.2946 4.1537 -1.7949 0.0160 -0.1021 0.0251
O -5.4272 4.3104 -1.5478 0.0327 -0.1059 0.0164
H -3.0880 4.0489 0.5979 0.0079 0.0332 -0.0217
H -4.5565 5.0561 0.7709 -0.0579 -0.0111 0.0013
H -4.7060 3.2797 0.7167 -0.1030 0.0395 -0.0370
C 0.1648 6.2872 3.3155 0.0859 -0.0301 0.0639
N -0.4307 5.1638 2.5441 0.0629 -0.0299 -0.0119
O 0.1019 4.0716 2.6111 0.0625 -0.0328 0.0076
O -1.4213 5.4035 1.8889 -0.0680 -0.0346 -0.0480
H 1.0341 5.9145 3.8402 0.0624 -0.0320 -0.0263
H 0.4319 7.0580 2.5996 -0.0223 0.0140 -0.0207
H -0.6002 6.6467 3.9976 -0.0354 0.0278 -0.0487
C 2.9722 8.5194 -2.5940 -0.0215 -0.1209 0.0772
N 4.3154 9.1296 -2.3864 -0.0124 -0.0242 0.0464
O 5.0357 8.6361 -1.5363 0.0196 -0.0392 0.0147
O 4.6065 10.0821 -3.0722 -0.0125 -0.0227 0.0075
H 2.8665 7.6851 -1.9118 0.0173 -0.0137 0.0038
H 2.2350 9.2923 -2.3994 0.0084 0.0381 -0.0651
H 2.9135 8.1926 -3.6273 0.0010 0.0511 -0.0249
C 5.2673 2.5964 7.3174 0.1022 0.0405 0.0264
N 5.2688 2.7649 5.8377 -0.0392 0.0734 -0.1109
O 6.3321 2.8954 5.2764 -0.0123 -0.0490 0.0334
O 4.1841 2.7562 5.2797 0.0704 0.0151 0.1580
H 6.2935 2.6241 7.6619 0.0145 0.0055 -0.0196
H 4.6822 3.4103 7.7337 -0.0501 -0.0185 -0.0068
H 4.7961 1.6423 7.5336 -0.0518 0.0170 -0.0057
C -0.5456 -9.5280 0.1706 0.0153 0.1106 0.0101
N -0.5370 -9.8807 -1.2763 0.0527 -0.0503 -0.0255
O -0.1707 -9.0295 -2.0659 0.0022 0.0696 -0.0191
O -0.8916 -10.9980 -1.5695 0.0010 0.0537 0.0035
H -0.1983 -8.5063 0.2700 0.0251 -0.0012 -0.0267
H -1.5649 -9.6480 0.5247 -0.0031 -0.0626 0.0027
H 0.1167 -10.2248 0.6745 -0.0247 -0.0389 0.0021
C 5.3059 5.5847 0.4957 0.0848 0.0681 0.0332
N 3.9783 5.7584 1.1469 -0.0195 -0.0222 -0.0013
O 3.9246 5.6991 2.3581 -0.0548 0.0269 0.0031
O 3.0229 5.9396 0.4175 -0.0026 -0.0050 0.0317
H 6.0456 5.4237 1.2699 -0.0317 0.0037 0.0394
H 5.2245 4.7274 -0.1653 -0.0212 0.0355 -0.0685
H 5.5082 6.4873 -0.0761 -0.0730 -0.0090 -0.0596
C -6.1709 2.7325 5.8654 0.1241 -0.0140 -0.0219
N -6.3614 3.8876 6.7864 0.0067 0.0319 0.0005
O -5.3723 4.5105 7.1186 -0.0384 -0.0212 -0.0210
O -7.4955 4.1271 7.1377 0.0398 -0.0070 -0.0048
H -5.1147 2.6437 5.6471 0.0099 -0.0045 0.0271
H -6.5439 1.8452 6.3666 -0.0670 0.0091 -0.0065
H -6.7511 2.9317 4.9694 -0.0731 -0.0160 0.0326
C -4.5628 2.6854 -4.5303 -0.0948 0.0334 -0.0376
N -3.4761 1.8486 -5.1075 0.1920 0.1025 -0.0425
O -2.5591 2.4357 -5.6487 0.0921 -0.0329 -0.0059
O -3.5561 0.6433 -4.9930 -0.0584 0.1487 0.1246
H -4.3282 3.7236 -4.7256 0.0238 0.0114 0.0105
H -5.4980 2.3921 -4.9985 0.0165 -0.0973 0.0194
H -4.5892 2.4878 -3.4647 -0.0537 -0.0402 0.0071
```
Positions in Å, forces in eV/Å.

=====

Calculated values (Da) of molecular weight for the records, taken in order: 584.24 1267.61.